This record from the OMol25 dataset describes HO2PS4 in the gas phase. The level of theory is ωB97M-V/def2-TZVPD.

Values from the calculation:
- HOMO-LUMO gap (spin up / spin down) (Eh) = 0.288 / 0.202
- E_LUMO (spin up / spin down) (Eh) = -0.0715 / -0.1280
- energy relative to the best compared isomer or geometry (same formula, charge and spin) (kJ/mol) = 53.70
- DFT total energy (Eh) = -2085.17406

Each line ends with the Löwdin charge.
Cartesian coordinates (Å):
O: 0.15219 0.09047 -1.52619  -0.420
O: -0.98433 0.65286 0.82867  -0.815
P: 0.31516 0.64094 -0.19458  -0.162
S: 0.96562 2.66949 -0.03401  0.423
S: -1.76262 -2.00127 -0.20005  0.211
S: -2.36542 -0.26083 0.38303  0.444
S: 1.44965 -0.80454 0.83947  0.564
H: 2.22975 -0.98711 -0.09634  -0.245



This record from the OMol25 dataset describes C3H5N3O in the gas phase. The level of theory is ωB97M-V/def2-TZVPD.

Values from the calculation:
- HOMO-LUMO gap (Eh) = 0.345
- E_LUMO (Eh) = 0.0275
- energy relative to the best compared isomer or geometry (same formula, charge and spin) (kJ/mol) = 355.00
- DFT total energy (Eh) = -356.72216

Each line ends with the Löwdin charge.
Cartesian coordinates (Å):
N: 1.80661 -0.15899 -0.07134  0.159
C: 0.44559 -0.20534 0.14769  -0.414
C: -0.46252 0.89376 0.36015  -0.347
N: -1.57878 0.59023 -0.46549  0.032
C: -1.66109 -0.77982 -0.59043  -0.057
O: -0.40985 0.07652 1.48586  -0.016
N: -0.35898 -1.18290 -0.46189  0.048
H: 2.35923 -1.00000 0.01126  0.098
H: 2.29645 0.71348 0.07290  0.104
H: -0.15547 1.91385 0.54737  0.152
H: -2.41247 1.12641 -0.30389  0.113
H: -0.02895 -2.09821 -0.72060  0.129



This record from the OMol25 dataset describes a molecular structure, C6H5PS. The level of theory is ωB97M-V/def2-TZVPD.

Values from the calculation:
- HOMO-LUMO gap (spin up / spin down) (Eh) = 0.250 / 0.263
- E_LUMO (spin up / spin down) (Eh) = -0.0566 / -0.0536
- energy relative to the best compared isomer or geometry (same formula, charge and spin) (kJ/mol) = 134.00
- DFT total energy (Eh) = -970.90417

Each line ends with the Löwdin charge.
Cartesian coordinates (Å):
C: -0.19305 -1.27023 -2.15180  -0.244
C: -2.86496 -1.64313 -1.50361  -0.262
C: -1.95826 -0.95009 -0.77707  -0.754
C: 0.31140 -0.19397 0.01740  -0.274
C: -0.52469 1.05043 0.05243  -0.423
C: -0.44665 -1.23370 -0.68797  -0.493
P: -1.66483 -1.89088 -2.92289  0.868
S: -2.32481 0.64039 -0.22086  0.976
H: 1.31824 0.06140 -0.40200  0.135
H: 0.52554 -0.45918 1.06720  0.120
H: -0.27570 1.57711 0.93416  0.055
H: -0.07863 1.76544 -0.76460  0.122
H: -0.23777 -2.30747 -0.36798  0.172